Here is a cluster of 14 separate species, C64H165N9O27 in total in a non-equilibrium geometry from OMol25. Energies are from wB97M-V/def2-TZVPD.

Summary:
Relative energy (zero: lowest compared OMol25 entry of this formula, charge and spin): 112.8 kJ/mol
Net charge: 0
Lowest unoccupied orbital energy: 0.02072 Eh
DFT total energy: -5061.1300 Eh
HOMO level: -8.4 eV

Last column: Mulliken charge in e.
Cartesian coordinates (Å):
C: -0.493 -1.649 4.803  -1.35
C: -1.671 -1.052 3.988  1.95
O: -2.606 -0.452 4.875  -0.54
H: 0.066 -0.905 5.381  0.30
H: 0.260 -2.277 4.265  0.15
H: -1.008 -2.325 5.518  0.37
H: -2.150 -1.866 3.468  -0.53
H: -1.384 -0.299 3.246  -0.32
H: -3.236 -1.105 5.288  0.27
C: -5.616 -6.589 -3.277  -0.87
O: -4.311 -6.289 -2.883  -0.39
C: -4.062 -4.896 -2.979  -0.11
C: -2.674 -4.672 -2.400  -0.52
N: -2.851 -4.551 -0.925  0.22
C: -1.571 -4.243 -0.264  -0.19
C: -1.671 -3.962 1.252  1.43
O: -2.199 -4.996 1.989  -0.42
C: -1.271 -5.998 2.385  -0.71
H: -6.087 -5.729 -3.674  0.35
H: -6.191 -7.024 -2.486  0.29
H: -5.704 -7.295 -4.113  0.30
H: -4.803 -4.223 -2.430  -0.10
H: -4.108 -4.598 -4.077  0.43
H: -2.304 -3.774 -2.789  0.20
H: -1.905 -5.377 -2.800  0.29
H: -3.257 -5.432 -0.593  0.40
H: -1.138 -3.354 -0.697  -0.94
H: -0.758 -4.919 -0.410  0.43
H: -2.235 -3.046 1.350  -0.78
H: -0.611 -3.742 1.597  0.01
H: -1.021 -6.619 1.525  0.26
H: -1.699 -6.566 3.220  0.26
H: -0.326 -5.517 2.770  0.26
C: 0.074 2.591 3.079  0.55
O: -0.070 3.277 1.805  -0.20
C: -0.885 4.389 1.992  -0.84
C: -1.095 5.182 0.706  -1.02
N: -1.943 6.401 1.107  -0.18
C: -2.216 7.401 -0.020  -0.41
C: -2.977 8.598 0.579  -0.17
O: -2.458 8.963 1.805  -0.46
C: -3.422 9.023 2.851  -0.69
H: -0.952 2.364 3.411  0.17
H: 0.659 3.230 3.750  0.42
H: 0.549 1.685 2.773  -1.09
H: -0.497 5.057 2.762  0.88
H: -1.825 4.100 2.430  0.43
H: -1.632 4.655 -0.021  0.33
H: -0.097 5.524 0.332  0.49
H: -1.439 6.987 1.783  0.23
H: -2.818 6.876 -0.755  0.01
H: -1.263 7.720 -0.515  0.42
H: -4.055 8.382 0.719  -0.12
H: -2.867 9.470 -0.017  0.59
H: -2.818 9.217 3.719  0.30
H: -3.983 8.095 3.070  0.18
H: -4.144 9.757 2.715  0.39
C: 9.238 -5.038 2.455  -0.91
O: 8.787 -3.688 2.400  -0.14
C: 8.636 -3.171 3.722  -0.54
C: 7.907 -1.782 3.663  -1.15
N: 6.591 -1.809 3.130  0.57
C: 5.454 -2.207 3.980  -0.28
C: 4.755 -1.027 4.685  -0.91
O: 3.690 -0.505 3.928  0.08
C: 3.240 0.813 4.399  -0.39
H: 9.255 -5.414 3.483  0.44
H: 10.271 -5.044 2.087  0.25
H: 8.504 -5.556 1.857  0.26
H: 9.599 -3.068 4.273  0.40
H: 8.007 -3.833 4.329  0.42
H: 8.484 -0.980 3.203  0.26
H: 7.866 -1.307 4.646  0.53
H: 6.599 -2.271 2.251  -0.35
H: 5.911 -2.902 4.776  0.35
H: 4.671 -2.692 3.323  0.07
H: 5.478 -0.235 5.062  0.38
H: 4.374 -1.455 5.612  0.36
H: 4.092 1.504 4.379  0.41
H: 2.780 0.794 5.369  0.34
H: 2.525 1.143 3.647  -0.27
C: 1.529 2.833 -1.872  -0.07
O: 2.899 3.031 -1.499  -0.58
C: 3.522 1.921 -0.909  1.28
C: 4.993 2.242 -0.790  -0.28
N: 5.181 3.505 -0.024  -0.26
C: 6.449 4.119 -0.219  -0.80
C: 7.592 3.512 0.549  -0.65
O: 8.168 2.511 -0.221  -0.37
C: 8.655 1.425 0.552  -0.58
H: 1.280 3.592 -2.577  0.50
H: 0.948 2.914 -0.980  -0.03
H: 1.451 1.814 -2.186  -0.13
H: 3.325 1.018 -1.433  -0.86
H: 3.123 1.771 0.078  0.22
H: 5.362 2.270 -1.879  0.19
H: 5.646 1.480 -0.320  -0.33
H: 4.502 4.139 -0.461  0.32
H: 6.447 5.126 0.118  0.53
H: 6.769 4.136 -1.250  0.33
H: 7.302 3.188 1.597  0.29
H: 8.336 4.263 0.617  0.50
H: 9.088 0.709 -0.124  0.18
H: 7.854 0.952 1.184  0.16
H: 9.452 1.851 1.189  0.42
C: -8.616 0.732 2.026  -0.77
O: -7.585 -0.238 2.248  -0.29
C: -6.839 0.021 3.501  -1.24
C: -5.750 -0.943 3.631  1.40
N: -6.298 -2.253 3.988  -0.36
C: -5.329 -3.206 4.567  -0.03
C: -5.121 -3.085 6.099  -1.06
O: -4.419 -1.838 6.389  -0.21
C: -4.196 -1.613 7.751  -0.90
H: -9.408 0.322 1.356  0.26
H: -8.124 1.596 1.517  0.15
H: -9.087 1.085 2.938  0.34
H: -7.469 -0.051 4.412  0.47
H: -6.408 1.029 3.344  0.32
H: -5.197 -0.600 4.518  0.49
H: -5.062 -0.943 2.747  -1.00
H: -6.593 -2.750 3.120  0.42
H: -4.293 -3.226 4.063  -0.16
H: -5.637 -4.278 4.502  0.47
H: -4.481 -3.943 6.306  0.45
H: -6.070 -3.150 6.630  0.43
H: -3.899 -0.536 7.875  0.25
H: -3.367 -2.295 8.003  0.31
H: -5.107 -1.803 8.398  0.26
C: 1.865 -3.648 -2.433  -0.25
O: 2.539 -3.430 -3.678  -0.15
C: 1.817 -3.887 -4.808  -0.70
C: 2.640 -3.670 -6.008  -0.63
N: 3.982 -4.113 -5.781  -0.31
C: 4.991 -3.447 -6.670  -0.54
C: 6.305 -4.042 -6.445  0.20
O: 6.390 -5.247 -7.169  -0.39
C: 7.562 -5.890 -6.831  -0.68
H: 2.341 -2.955 -1.726  -0.59
H: 2.042 -4.620 -2.077  0.45
H: 0.795 -3.511 -2.471  0.37
H: 0.849 -3.391 -4.911  0.33
H: 1.519 -4.928 -4.651  0.52
H: 2.643 -2.560 -6.256  0.21
H: 2.227 -4.182 -6.870  0.41
H: 4.298 -3.831 -4.854  0.06
H: 4.778 -2.411 -6.407  0.14
H: 4.811 -3.651 -7.704  0.44
H: 6.549 -4.151 -5.378  -0.36
H: 6.990 -3.330 -6.852  0.50
H: 7.621 -6.130 -5.764  0.24
H: 8.452 -5.259 -7.103  0.28
H: 7.571 -6.839 -7.351  0.30
C: 1.512 -1.307 1.596  0.15
O: 0.573 -1.442 0.552  0.54
C: 0.743 -0.364 -0.374  0.60
C: -0.539 -0.313 -1.269  -0.59
N: -1.739 0.205 -0.522  2.33
C: -1.912 1.629 -0.420  -0.21
C: -3.137 2.019 0.451  1.36
O: -2.937 1.484 1.786  0.73
C: -3.712 2.131 2.773  0.13
H: 1.166 -0.527 2.297  -0.28
H: 2.572 -1.206 1.285  -0.48
H: 1.505 -2.253 2.102  0.46
H: 1.650 -0.424 -0.978  -0.83
H: 0.907 0.579 0.171  -0.20
H: -0.829 -1.321 -1.687  -0.21
H: -0.328 0.379 -2.093  0.25
H: -1.849 -0.177 0.407  -1.07
H: -1.993 2.125 -1.421  0.44
H: -0.995 2.078 0.071  -0.87
H: -4.126 1.748 0.018  -0.95
H: -3.033 3.135 0.482  -1.00
H: -4.771 1.947 2.630  -0.90
H: -3.579 3.252 2.683  -0.05
H: -3.226 1.749 3.728  0.14
C: -7.261 9.031 -0.440  -0.51
O: -7.262 8.263 -1.676  -0.40
C: -5.961 8.251 -2.214  0.25
C: -5.884 7.378 -3.409  -1.45
N: -6.156 5.998 -3.108  -0.25
C: -5.071 5.151 -2.695  0.05
C: -5.499 3.697 -2.769  -0.42
O: -6.595 3.395 -1.975  -0.40
C: -6.830 2.036 -1.717  -0.40
H: -6.786 8.479 0.397  0.05
H: -8.308 9.169 -0.122  0.23
H: -6.772 9.974 -0.674  0.34
H: -5.150 7.963 -1.527  -0.18
H: -5.658 9.270 -2.482  0.66
H: -4.888 7.503 -3.792  0.49
H: -6.613 7.711 -4.178  0.35
H: -7.006 5.961 -2.574  0.30
H: -4.581 5.314 -1.682  -0.39
H: -4.261 5.325 -3.402  0.60
H: -4.628 3.086 -2.521  0.10
H: -5.757 3.518 -3.836  0.26
H: -6.157 1.671 -0.933  -0.09
H: -6.649 1.505 -2.661  0.33
H: -7.834 1.871 -1.281  0.32
C: 10.559 -2.497 -1.175  -0.65
O: 9.414 -2.134 -1.922  -0.25
C: 8.890 -3.184 -2.730  -0.41
C: 7.945 -4.042 -1.937  -1.02
N: 6.880 -3.179 -1.319  0.94
C: 5.910 -3.969 -0.646  -1.62
C: 4.636 -3.168 -0.443  0.15
O: 4.857 -2.250 0.651  -0.12
C: 5.150 -0.909 0.212  -0.55
H: 10.874 -1.603 -0.616  0.27
H: 11.429 -2.891 -1.738  0.33
H: 10.337 -3.182 -0.302  0.14
H: 9.646 -3.847 -3.072  0.48
H: 8.292 -2.728 -3.592  0.07
H: 8.540 -4.581 -1.165  0.14
H: 7.539 -4.767 -2.592  0.60
H: 7.271 -2.386 -0.888  -0.09
H: 6.269 -4.307 0.320  0.00
H: 5.592 -4.761 -1.272  0.65
H: 3.755 -3.745 -0.164  0.62
H: 4.486 -2.647 -1.391  -0.27
H: 4.348 -0.576 -0.499  -0.45
H: 6.149 -0.913 -0.289  0.63
H: 5.030 -0.303 1.121  0.59
C: 5.451 -0.333 -3.684  0.36
C: 4.038 -0.055 -4.270  -0.89
O: 3.026 -0.697 -3.531  -0.03
O: 5.614 -1.780 -3.712  -0.05
H: 5.518 0.024 -2.659  -0.34
H: 6.202 0.145 -4.332  0.44
H: 4.033 -0.391 -5.287  0.40
H: 3.789 1.046 -4.183  0.40
H: 3.158 -1.635 -3.573  -0.07
H: 6.139 -2.094 -2.954  -0.20
C: -5.110 -2.074 0.184  2.04
C: -6.233 -3.123 0.067  -1.36
O: -6.960 -3.173 1.242  -0.68
O: -5.595 -0.722 0.219  0.15
H: -4.348 -1.990 -0.616  -0.53
H: -4.553 -2.381 1.101  -0.68
H: -5.742 -4.055 -0.198  0.46
H: -6.886 -2.977 -0.751  0.41
H: -7.644 -2.487 1.222  0.29
H: -6.195 -0.640 0.997  -0.15
C: -5.362 -1.031 -3.248  0.85
C: -3.886 -0.675 -3.420  -0.65
O: -2.986 -1.406 -2.615  -0.25
O: -6.137 -0.159 -4.124  -0.54
H: -5.601 -0.683 -2.268  -0.50
H: -5.499 -2.078 -3.447  -0.08
H: -3.722 0.375 -3.105  0.27
H: -3.607 -0.767 -4.435  0.61
H: -2.692 -0.816 -1.919  -0.27
H: -5.658 -0.143 -4.941  0.34
C: -6.816 5.506 0.787  0.25
C: -5.692 4.912 1.616  0.29
O: -4.827 5.880 2.060  -0.43
O: -7.742 4.518 0.483  -0.60
H: -6.364 5.952 -0.061  -0.39
H: -7.340 6.274 1.439  0.21
H: -5.309 4.189 0.904  -0.30
H: -6.102 4.342 2.444  0.35
H: -3.921 5.806 1.723  0.22
H: -7.627 4.213 -0.420  0.43